Entry 1:
The following is a DFT calculation (wB97M-V/def2-TZVPD) of a molecular structure, C7H11ClSi in a non-equilibrium geometry.

Geometry as XYZ:
```
20
C7H11ClSi wB97M-V/def2-TZVPD
C 1.79354 1.62069 -2.18812
C 0.97169 1.03933 -1.55597
C 0.65147 -1.68566 1.47675
C 0.56919 -0.40038 1.24390
C -0.97595 -1.75352 -1.73325
C -1.73180 1.45101 -0.46360
C 1.05826 0.48912 2.37573
Si -0.21931 0.24773 -0.44605
Cl -0.17745 1.76472 2.74483
H 2.55610 2.05121 -2.81587
H 0.24938 -2.42610 0.69932
H 1.08780 -2.10420 2.40528
H -1.81674 -1.70397 -2.36220
H -0.10935 -1.90786 -2.37132
H -0.96804 -2.67015 -1.25782
H -2.55590 1.17189 -1.24121
H -2.19459 1.28442 0.54484
H -1.38078 2.49963 -0.58519
H 1.22565 -0.01953 3.28312
H 1.96681 1.05162 2.24684
```

Properties
Spin multiplicity = 1
Largest force on an atom = 4.20 eV Å⁻¹
Kohn-Sham gap = 10.05 eV
Total energy = -1022.86633 hartree
Energy relative to the best compared isomer or geometry (same formula, charge and spin) = 271.52 kJ/mol
Net charge = 0
HOMO = -9.191 eV

***

Entry 2:
The following is a DFT calculation (wB97M-V/def2-TZVPD) of a gas-phase ion, C7H11FN (charge +1) in a non-equilibrium geometry.

Geometry as XYZ:
```
20
C7H11FN wB97M-V/def2-TZVPD
C 1.33082 0.43504 -1.44877
C 1.56632 0.09209 -0.02300
F 2.38871 0.99588 0.46993
C 1.29176 -1.02767 0.79818
C 0.41073 -2.12957 0.64739
C -0.82920 -1.89624 0.28295
C -1.35053 -0.60610 -0.15296
C -0.91840 0.48276 0.54032
N -1.43569 1.88209 0.23689
H 0.89190 -0.30007 -2.15067
H 2.26559 0.84688 -1.77671
H 0.67329 1.29431 -1.63225
H 1.87548 -1.00992 1.75415
H 0.63980 -3.06326 1.18686
H -1.66573 -2.62182 0.45068
H -1.92389 -0.63697 -1.03632
H -0.48577 0.58888 1.47099
H -2.07094 2.12408 0.89028
H -1.92412 1.90881 -0.69850
H -0.73011 2.64081 0.19054
```

Properties
Spin multiplicity = 1
Largest force on an atom = 5.54 eV Å⁻¹
Kohn-Sham gap = 7.81 eV
Total energy = -427.56708 hartree
Energy relative to the best compared isomer or geometry (same formula, charge and spin) = 368.18 kJ/mol
Net charge = +1
HOMO = -11.660 eV

***

Entry 3:
The following is a DFT calculation (wB97M-V/def2-TZVPD) of a gas-phase ion, C7H11FN3O2 (charge +1) in a non-equilibrium geometry.

Geometry as XYZ:
```
24
C7H11FN3O2 wB97M-V/def2-TZVPD
C -1.96263 1.24992 0.29007
C -0.21669 2.93806 0.15246
C 0.17659 -1.63997 1.11963
C 0.62857 -2.34197 -0.13392
C 0.58561 -0.07364 1.19391
C 0.10001 -1.64489 -1.37110
C 0.17261 0.63721 -0.08661
N -1.58943 2.47152 0.41770
N 0.53637 1.92225 -0.23511
N 0.37838 -0.17497 -1.39546
O -2.72963 0.39807 0.27715
O 0.05517 4.08567 0.31150
F 1.87970 2.28664 -0.62391
H -0.94896 -1.76942 1.26473
H 0.68352 -2.15487 1.90637
H 1.74195 -2.54869 -0.02368
H 0.22470 -3.31097 -0.28229
H 0.12836 0.35535 2.05995
H 1.58241 -0.20723 1.58889
H 0.29642 -2.18963 -2.29541
H -0.99724 -1.70267 -1.22395
H -2.14009 3.23067 0.85241
H 1.35075 -0.27750 -1.65907
H 0.06355 0.46107 -2.10426
```

Properties
Spin multiplicity = 3
Largest force on an atom = 5.77 eV Å⁻¹
Kohn-Sham gap (spin up / spin down) = 6.62 / 7.75 eV
Total energy = -687.42761 hartree
Net charge = +1
HOMO (spin up / spin down) = -10.018 / -14.741 eV

***

Entry 4:
The following is a DFT calculation (wB97M-V/def2-TZVPD) of a molecular structure, C7H11FO2 in a non-equilibrium geometry.

Geometry as XYZ:
```
21
C7H11FO2 wB97M-V/def2-TZVPD
C 2.13401 -0.40036 0.14721
C 3.34269 0.08317 -0.12351
C 0.29397 -1.07333 0.62572
C -0.97418 -0.17054 -1.39524
C -0.14332 1.44837 0.49799
C -1.97196 -0.10917 0.91202
C -0.68776 0.04014 0.15773
O 2.80397 -0.09234 -1.33830
O 0.21785 -2.22432 0.08066
F 4.46658 0.57990 0.32585
H 0.58000 -0.98800 1.69319
H -0.02610 -0.10251 -1.92840
H -1.53635 -1.01825 -1.70884
H -1.50377 0.65258 -1.74823
H -0.70971 2.20932 -0.05913
H 0.90839 1.41305 0.08844
H -0.07694 1.79735 1.45225
H -2.62160 0.80169 0.54264
H -2.45504 -0.99653 0.67125
H -1.79179 0.22869 1.91476
H -0.24895 -2.07891 -0.80806
```

Properties
Spin multiplicity = 1
Largest force on an atom = 5.68 eV Å⁻¹
Kohn-Sham gap = 7.77 eV
Total energy = -523.41786 hartree
Energy relative to the best compared isomer or geometry (same formula, charge and spin) = 643.74 kJ/mol
Net charge = 0
HOMO = -7.228 eV

***

Entry 5:
The following is a DFT calculation (wB97M-V/def2-TZVPD) of C7H11N in the gas phase in a non-equilibrium geometry.

Geometry as XYZ:
```
19
C7H11N wB97M-V/def2-TZVPD
C 0.64003 4.01037 0.85786
C 0.53400 2.97076 0.05019
C 0.00994 1.63370 0.42037
C 0.68265 0.50467 0.29408
C 0.15881 -0.85744 0.71969
N 0.13325 -1.80955 -0.37124
C -0.98187 -2.56039 -0.65550
C -1.06202 -3.54244 -1.55420
H 0.44517 3.98767 1.91926
H 0.95475 4.95089 0.43038
H 0.74019 3.07290 -1.00827
H -0.96944 1.61061 0.88551
H 1.70080 0.41719 -0.09022
H -0.80689 -0.82964 1.22782
H 0.86600 -1.17053 1.50548
H 1.02962 -2.14355 -0.68040
H -1.88125 -2.18740 -0.17676
H -0.20035 -3.98643 -2.04883
H -1.99340 -4.07139 -1.72523
```

Properties
Spin multiplicity = 1
Largest force on an atom = 1.17 eV Å⁻¹
Kohn-Sham gap = 8.90 eV
Total energy = -327.99471 hartree
Energy relative to the best compared isomer or geometry (same formula, charge and spin) = 244.87 kJ/mol
Net charge = 0
HOMO = -7.829 eV

***

Entry 6:
The following is a DFT calculation (wB97M-V/def2-TZVPD) of 3 unconnected molecules or ions with the total composition C7H11N in a non-equilibrium geometry.

Geometry as XYZ:
```
19
C7H11N wB97M-V/def2-TZVPD
C -2.64487 -0.79060 0.43254
C -2.11654 0.20681 -0.24777
C -0.68758 0.49854 -0.54019
C 0.21022 1.60851 0.20120
C 1.61904 0.94521 0.40819
C 1.59291 -1.61071 -0.07377
C 0.33088 -0.73071 -0.10907
H -3.84254 -0.94417 0.31520
H -1.85868 -1.26390 1.58276
H -2.93717 0.85231 -1.42255
H -0.52386 0.40535 -1.68766
H 0.20724 2.65750 -0.24589
H -0.34841 1.64411 1.34384
H 1.38664 0.17616 1.47218
H 2.44519 1.84393 0.44969
H 1.76561 -2.05208 0.98480
H 1.91313 -2.01594 -0.95232
H 0.31369 -0.51619 1.09701
N 1.66497 -0.22134 -0.48053
```

Properties
Spin multiplicity = 1
Largest force on an atom = 5.00 eV Å⁻¹
Kohn-Sham gap = 9.87 eV
Total energy = -327.67076 hartree
Energy relative to the best compared isomer or geometry (same formula, charge and spin) = 1095.41 kJ/mol
Net charge = 0
HOMO = -9.105 eV

***

Entry 7:
The following is a DFT calculation (wB97M-V/def2-TZVPD) of C7H11N in the gas phase in a non-equilibrium geometry.

Geometry as XYZ:
```
19
C7H11N wB97M-V/def2-TZVPD
H 2.14632 -1.46077 0.45589
N 2.37182 -0.49102 0.28539
C 1.48931 0.32607 -0.06756
C 0.07734 -0.12644 -1.12529
C 0.10759 -1.62644 -1.27791
C -0.69953 0.47023 -0.04968
C -1.41283 1.75977 -0.34679
C -0.29566 0.22261 1.21931
C -0.35216 -0.23380 2.43986
H 1.66222 1.38815 -0.17760
H 0.03174 0.42954 -2.05946
H -0.70438 -1.96665 -1.92379
H 1.06484 -1.94233 -1.70528
H -0.00351 -2.13026 -0.31662
H -0.69435 2.52168 -0.66385
H -2.12151 1.60855 -1.16353
H -1.94188 2.12702 0.52914
H -1.15038 -0.88033 2.78872
H 0.42501 0.00441 3.15907
```

Properties
Spin multiplicity = 1
Largest force on an atom = 5.09 eV Å⁻¹
Kohn-Sham gap = 8.46 eV
Total energy = -327.91715 hartree
Energy relative to the best compared isomer or geometry (same formula, charge and spin) = 448.50 kJ/mol
Net charge = 0
HOMO = -7.761 eV

***

Entry 8:
The following is a DFT calculation (wB97M-V/def2-TZVPD) of a molecular structure, C7H11N in a non-equilibrium geometry.

Geometry as XYZ:
```
19
C7H11N wB97M-V/def2-TZVPD
C 0.09405 -1.44048 -0.92595
C 1.26119 -0.52689 -0.30761
C 1.01199 -0.01944 1.12687
C 1.32376 0.98068 -0.52736
C -0.80982 0.60511 -0.02525
C -2.29735 0.13690 0.07223
C -1.09983 -0.93638 -0.01321
H 0.16897 -2.55006 -0.67801
H -0.31030 -1.19459 -2.04529
H 2.38820 -0.96262 -0.18581
H 1.96356 0.36976 1.50375
H 0.58160 -0.37612 2.08228
H 2.41467 1.27328 -0.16686
H 1.23981 1.44041 -1.54991
H -0.68879 0.56484 -1.29133
H -2.94233 0.04095 1.03928
H -2.93940 0.87080 -0.61068
H -1.22562 -1.46963 1.10111
N 0.34937 1.31370 0.62902
```

Properties
Spin multiplicity = 1
Largest force on an atom = 4.09 eV Å⁻¹
Kohn-Sham gap = 9.58 eV
Total energy = -327.77831 hartree
Energy relative to the best compared isomer or geometry (same formula, charge and spin) = 813.03 kJ/mol
Net charge = 0
HOMO = -8.519 eV

***

Entry 9:
The following is a DFT calculation (wB97M-V/def2-TZVPD) of 2 unconnected molecules or ions with the total composition C7H11N in a non-equilibrium geometry.

Geometry as XYZ:
```
19
C7H11N wB97M-V/def2-TZVPD
C -0.90003 -0.68801 1.36125
C -1.52616 -1.20226 0.27091
C -1.88035 -0.49708 -0.94798
C -1.44205 0.82009 -1.00677
C -0.74492 1.43992 0.12203
C -0.59522 0.69885 1.32748
H -0.51344 -1.16319 2.25486
H -1.54589 -2.38917 0.29461
H -2.34841 -0.96850 -1.84990
H -1.53413 1.36554 -1.84139
H -0.27704 2.39134 0.09969
H -0.17101 1.20175 2.14305
C 2.36112 0.19907 -0.15377
N 1.63222 -1.04198 -0.47886
H 3.30623 0.12399 -0.44649
H 1.89172 0.99242 -0.65342
H 2.36265 0.47271 0.92498
H 0.72461 -0.91240 0.06094
H 1.20009 -0.84308 -1.48119
```

Properties
Spin multiplicity = 1
Largest force on an atom = 4.71 eV Å⁻¹
Kohn-Sham gap = 10.23 eV
Total energy = -328.00764 hartree
Energy relative to the best compared isomer or geometry (same formula, charge and spin) = 210.93 kJ/mol
Net charge = 0
HOMO = -9.257 eV

***

Entry 10:
The following is a DFT calculation (wB97M-V/def2-TZVPD) of C7H11N in the gas phase in a non-equilibrium geometry.

Geometry as XYZ:
```
19
C7H11N wB97M-V/def2-TZVPD
C 2.60222 -0.08837 0.32338
C 1.34704 0.13427 -0.58333
C 0.50938 -0.99878 -0.36245
C -0.70725 -1.17062 0.30524
C -1.54377 -0.00787 0.69535
N -2.72213 -0.05941 -0.49567
C -0.85802 1.22981 0.09526
C 0.42645 1.36340 -0.19367
H 3.10839 0.91597 0.73522
H 2.31519 -0.66833 1.31176
H 3.32561 -0.69843 -0.11102
H 1.50805 0.12157 -1.59248
H 0.69149 -1.97948 -0.95397
H -0.79005 -2.23424 0.32038
H -1.80428 0.30619 1.70308
H -3.64841 0.48253 0.06913
H -3.22664 -1.10353 -0.81842
H -1.49106 2.16310 0.11423
H 0.95778 2.29221 -0.56200
```

Properties
Spin multiplicity = 1
Largest force on an atom = 6.06 eV Å⁻¹
Kohn-Sham gap = 9.75 eV
Total energy = -327.89463 hartree
Energy relative to the best compared isomer or geometry (same formula, charge and spin) = 507.64 kJ/mol
Net charge = 0
HOMO = -8.823 eV

***

Entry 11:
The following is a DFT calculation (wB97M-V/def2-TZVPD) of C7H11N in the gas phase in a non-equilibrium geometry.

Geometry as XYZ:
```
19
C7H11N wB97M-V/def2-TZVPD
C 0.36355 -1.44536 -0.55011
C 0.31914 -0.10774 -0.11151
C 1.19537 0.95592 0.48890
C 1.05726 1.17292 2.01595
N 2.40244 0.68163 1.56012
C -0.84609 0.74886 -0.65568
C -1.36939 -0.37865 -1.63490
C -1.20943 -1.73399 -0.88000
H 0.94400 -2.26586 0.03281
H 1.41478 1.77294 -0.04655
H 0.44983 0.52278 2.90225
H 1.21298 2.28999 2.14042
H 2.43106 -0.40379 1.74304
H -1.45825 0.89607 0.15892
H -0.53806 1.84083 -1.04849
H -2.48256 -0.10740 -1.82047
H -0.68804 -0.21084 -2.52215
H -1.78495 -1.82816 0.04268
H -1.41366 -2.40017 -1.81524
```

Properties
Spin multiplicity = 1
Largest force on an atom = 8.15 eV Å⁻¹
Kohn-Sham gap = 9.85 eV
Total energy = -327.88157 hartree
Energy relative to the best compared isomer or geometry (same formula, charge and spin) = 541.92 kJ/mol
Net charge = 0
HOMO = -8.981 eV

***

Entry 12:
The following is a DFT calculation (wB97M-V/def2-TZVPD) of C7H11N in the gas phase in a non-equilibrium geometry.

Geometry as XYZ:
```
19
C7H11N wB97M-V/def2-TZVPD
C 2.29158 -0.56454 -0.45543
C 0.71656 -0.56855 -0.49924
C -0.33867 -1.10843 0.44699
C -0.28083 0.14029 1.46076
C 0.38234 1.34034 0.43490
C -0.07415 0.55770 -0.91555
N -1.51738 0.46787 -0.87325
C -1.69131 -0.85321 -0.28904
H 3.03864 -1.47605 -0.32418
H 2.73934 0.36739 -1.14485
H -0.04255 -2.11799 0.93515
H 0.49916 0.06692 2.15417
H -1.20806 0.34553 2.00878
H -0.39135 2.30928 0.55026
H 1.44015 1.83734 0.45394
H 0.06675 1.37631 -1.57021
H -1.80258 0.32608 -1.79654
H -1.50033 -1.60055 -1.14084
H -2.32732 -0.84572 0.56419
```

Properties
Spin multiplicity = 1
Largest force on an atom = 6.78 eV Å⁻¹
Kohn-Sham gap = 8.68 eV
Total energy = -327.83621 hartree
Energy relative to the best compared isomer or geometry (same formula, charge and spin) = 661.02 kJ/mol
Net charge = 0
HOMO = -8.008 eV